No. 1
DFT (wB97M-V/def2-TZVPD) results for a 7-piece molecular cluster, C38H49N5O8 overall.

```
! RIJCOSX wB97M-V def2-TZVPD def2/J DEFGRID3
* xyz 0 1
C -10.757 17.737 22.540
C -11.381 17.926 23.918
C -10.579 17.403 25.068
O -9.458 18.198 25.232
C -8.808 18.002 26.479
N -11.492 19.348 24.019
H -9.790 18.240 22.543
H -11.329 18.179 21.724
H -10.533 16.679 22.399
H -12.326 17.383 23.958
H -10.322 16.374 24.816
H -11.207 17.274 25.949
H -8.025 18.703 26.769
H -8.430 16.980 26.504
H -9.605 17.980 27.222
H -11.564 19.572 23.037
H -10.549 19.658 24.204
C -10.479 21.382 26.459
C -10.771 21.734 27.919
C -9.493 21.819 28.836
O -9.963 22.052 30.166
C -8.942 22.760 30.857
N -11.638 22.938 28.079
H -11.270 21.817 25.848
H -10.471 20.319 26.217
H -9.651 21.911 25.988
H -11.252 20.852 28.342
H -8.954 22.648 28.378
H -8.957 20.870 28.805
H -8.509 23.637 30.375
H -8.120 22.125 31.188
H -9.316 23.201 31.781
H -11.682 22.964 29.088
H -11.243 23.821 27.789
C -6.106 21.347 25.590
C -5.801 21.091 26.878
C -5.281 22.033 27.679
C -5.290 23.376 27.267
C -5.770 23.678 26.023
C -6.170 22.696 25.132
H -6.542 20.610 24.932
H -5.866 20.071 27.226
H -4.992 21.756 28.681
H -5.013 24.200 27.907
H -5.806 24.740 25.831
H -6.603 22.935 24.172
C -5.705 16.703 25.117
C -6.330 17.220 23.989
C -5.566 17.944 23.112
C -4.252 18.155 23.268
C -3.616 17.769 24.457
C -4.377 17.013 25.391
H -6.126 16.106 25.913
H -7.390 17.113 23.810
H -5.976 18.254 22.163
H -3.691 18.563 22.440
H -2.556 17.798 24.662
H -3.988 16.562 26.293
C -14.731 15.379 22.832
C -15.979 15.522 22.188
C -17.095 14.855 22.712
C -16.998 13.972 23.832
C -15.763 13.873 24.419
C -14.604 14.567 23.950
N -18.144 13.205 24.430
O -17.982 12.415 25.377
O -19.227 13.370 23.904
H -13.820 15.814 22.450
H -15.989 16.212 21.356
H -17.983 15.055 22.131
H -15.617 13.274 25.306
H -13.679 14.478 24.500
C -2.433 15.009 30.144
C -2.439 16.192 29.411
C -3.626 16.847 29.138
C -4.844 16.365 29.628
C -4.788 15.204 30.395
C -3.606 14.499 30.623
N -6.099 17.127 29.317
O -6.097 18.247 28.886
O -7.103 16.481 29.349
H -1.488 14.489 30.178
H -1.516 16.722 29.228
H -3.646 17.774 28.584
H -5.725 14.751 30.682
H -3.496 13.562 31.150
C -10.169 23.057 21.920
C -9.454 23.158 20.707
C -10.079 22.809 19.527
C -11.351 22.279 19.538
C -12.002 22.160 20.783
C -11.389 22.434 21.967
N -11.837 21.679 18.303
O -11.128 21.799 17.325
O -12.952 21.168 18.300
H -9.549 23.288 22.773
H -8.530 23.698 20.568
H -9.510 22.888 18.613
H -12.972 21.685 20.805
H -12.013 22.416 22.848
*
```

For the highest occupied orbital energy, the calculation gives -9.01 eV. The structure (SMILES) is O=[N+]([O-])c1ccccc1.O=[N+]([O-])c1ccccc1.O=[N+]([O-])c1ccccc1.COC[C@H](C)N.COC[C@H](C)N.c1ccccc1.c1ccccc1. The value obtained for the lowest unoccupied orbital energy is -0.027 hartree.

No. 2
DFT (wB97M-V/def2-TZVPD) results for C38H49N8PS4Tc as an isolated structure.

```
! RIJCOSX wB97M-V def2-TZVPD def2/J DEFGRID3
* xyz 2 2
Tc -0.935 0.383 0.304
N -2.240 0.113 4.332
C -0.929 -0.123 4.715
C -0.366 -0.378 5.962
C 0.995 -0.593 5.987
C 1.766 -0.556 4.813
C 1.203 -0.300 3.581
C -0.175 -0.072 3.537
N -1.031 0.185 2.469
C -2.237 0.275 2.991
C -3.369 0.502 2.117
C -4.679 0.720 2.396
S -5.553 0.916 0.944
C -4.127 0.690 0.053
N -3.056 0.477 0.769
H -3.049 0.073 4.928
H -0.963 -0.414 6.864
H 1.483 -0.793 6.931
H 2.831 -0.737 4.882
H 1.807 -0.258 2.689
H -5.167 0.782 3.356
H -4.119 0.716 -1.025
S 1.146 4.622 3.073
C -0.282 3.542 3.267
S -1.010 2.735 0.537
S 1.203 2.544 3.302
C 0.149 3.906 -1.560
C 0.477 3.498 -0.117
C -1.339 3.431 2.188
C 1.849 2.836 0.019
C 2.796 3.860 0.044
C 4.143 3.614 0.073
C 4.548 2.301 -0.007
C 3.673 1.214 -0.071
C 4.506 -0.066 -0.381
C 4.798 -1.025 0.793
C 4.247 -0.738 -1.742
C 2.259 1.477 0.056
N 1.257 0.444 0.189
C 1.640 -0.793 0.350
C 0.773 -1.891 0.364
C 1.108 -3.249 0.441
C -0.089 -3.938 0.374
C -1.125 -2.984 0.296
N -0.602 -1.738 0.281
C -2.607 -3.306 0.301
C -3.350 -2.556 -0.813
C -2.830 -4.805 0.081
C -3.172 -2.943 1.682
H -0.588 4.709 -1.568
H -0.270 3.066 -2.118
H 1.049 4.248 -2.071
H 0.552 4.415 0.464
H -2.136 2.789 2.565
H -1.785 4.413 2.027
H -0.747 3.652 4.243
H 2.448 4.887 0.052
H 4.863 4.420 0.111
H 5.610 2.103 -0.060
H 5.489 0.366 -0.547
H 4.010 -1.728 1.068
H 5.046 -0.447 1.684
H 5.672 -1.627 0.539
H 3.312 -1.292 -1.834
H 5.050 -1.450 -1.944
H 4.274 0.015 -2.533
H 2.670 -1.025 0.491
H 2.104 -3.659 0.523
H -0.217 -5.007 0.392
H -3.164 -3.031 -1.779
H -3.036 -1.512 -0.871
H -4.428 -2.587 -0.639
H -2.396 -5.139 -0.863
H -3.901 -5.015 0.051
H -2.401 -5.399 0.888
H -2.842 -1.956 1.984
H -2.815 -3.650 2.433
H -4.265 -2.972 1.679
C -1.407 -0.992 -4.940
N -1.377 0.535 -4.723
C 0.054 1.027 -5.023
N 1.005 0.319 -4.250
C 0.906 -1.118 -4.493
N -0.419 -1.627 -4.152
C -0.693 -1.570 -2.711
P -0.665 0.162 -2.027
C -1.798 0.886 -3.328
C 0.950 0.642 -2.820
H -1.222 -1.143 -6.003
H -2.412 -1.324 -4.682
H -2.014 0.974 -5.389
H 0.069 2.094 -4.807
H 0.204 0.856 -6.089
H 1.654 -1.634 -3.894
H 1.102 -1.316 -5.548
H 0.055 -2.163 -2.181
H -1.661 -2.028 -2.511
H -1.852 1.973 -3.251
H -2.801 0.482 -3.178
H 1.735 0.081 -2.314
H 1.177 1.696 -2.670
*
```

For the highest occupied orbital energy (spin up / spin down), the calculation gives -11.87 / -11.84 eV. The calculation puts the relative energy (zero: lowest compared OMol25 entry of this formula, charge and spin) at 3.9 kJ/mol. The value obtained for the lowest unoccupied orbital energy (spin up / spin down) is -0.181 / -0.189 hartree.

No. 3
DFT (wB97M-V/def2-TZVPD) results for C38H50As3CdN2O18S5 as an isolated structure.

```
! RIJCOSX wB97M-V def2-TZVPD def2/J DEFGRID3
* xyz -1 1
Cd 0.839 -2.507 -0.273
C -1.652 -4.889 -0.881
C -0.817 -5.767 0.069
S 0.612 -5.052 0.931
C -0.035 -4.851 2.619
C 0.214 -3.484 3.254
S -0.316 -2.027 2.333
C -2.104 -2.267 2.205
C -2.661 -3.287 1.201
S -1.919 -3.158 -0.441
H -2.623 -5.365 -1.029
H -1.155 -4.812 -1.847
H -0.397 -6.576 -0.529
H -1.451 -6.225 0.829
H 0.482 -5.591 3.232
H -1.094 -5.098 2.632
H 1.285 -3.339 3.384
H -0.251 -3.452 4.243
H -2.480 -1.275 1.949
H -2.471 -2.511 3.205
H -3.729 -3.095 1.092
H -2.534 -4.304 1.561
O 0.652 -1.636 -4.382
As 1.268 -0.801 -2.954
O 1.520 0.766 -3.416
O 0.124 -0.919 -1.720
C 2.995 -1.641 -2.612
C 4.048 -0.734 -2.629
C 5.344 -1.144 -2.349
C 5.602 -2.470 -2.057
C 4.574 -3.399 -2.093
C 3.278 -2.995 -2.372
S 2.073 -4.299 -2.554
O 2.340 -5.296 -1.540
O 2.181 -4.736 -3.921
O 0.790 -3.582 -2.271
H 0.763 -0.982 -5.086
H 3.829 0.296 -2.879
H 6.149 -0.419 -2.348
H 6.602 -2.786 -1.793
H 4.757 -4.443 -1.879
C 2.743 0.462 6.800
C 2.992 -0.281 5.514
C 3.700 -1.483 5.507
C 3.918 -2.177 4.329
C 3.431 -1.666 3.129
C 2.732 -0.473 3.116
C 2.516 0.211 4.306
S 3.660 -2.647 1.663
O 5.061 -2.559 1.339
O 3.154 -3.958 2.033
O 2.812 -1.984 0.630
H 2.960 -0.163 7.665
H 1.704 0.788 6.868
H 3.369 1.354 6.867
H 4.078 -1.884 6.441
H 4.451 -3.118 4.330
H 2.327 -0.105 2.182
H 1.946 1.133 4.290
N 1.119 0.534 0.514
C 1.935 1.302 0.234
N 2.861 2.198 -0.061
C 3.654 2.776 1.017
C 3.979 4.205 0.633
O 4.672 4.240 -0.605
C 3.866 3.707 -1.649
C 3.467 2.267 -1.386
H 4.583 2.206 1.144
H 3.080 2.736 1.942
H 4.632 4.667 1.373
H 3.047 4.779 0.556
H 4.463 3.766 -2.559
H 2.971 4.328 -1.765
H 4.358 1.628 -1.417
H 2.740 1.914 -2.123
C 0.463 3.707 -3.284
O 0.332 3.972 -1.871
C -0.574 3.310 -1.116
O -0.479 3.354 0.082
C -1.559 2.486 -1.877
C -2.545 3.028 -2.608
As -3.758 4.354 -1.789
C -2.652 5.295 -0.474
C -4.392 2.750 -0.692
C -3.751 1.605 -0.444
As -1.941 0.742 -0.997
C -2.670 -0.320 -2.479
C -4.463 0.589 0.394
O -4.467 -0.595 0.168
O -5.023 1.137 1.493
C -5.795 0.261 2.319
C -5.873 2.821 -0.407
O -6.665 2.095 -0.943
O -6.333 3.774 0.432
C -5.406 4.534 1.200
C -3.252 2.269 -3.684
O -2.679 1.760 -4.612
O -4.588 2.327 -3.571
C -5.326 1.616 -4.570
H 1.357 4.247 -3.587
H -0.393 4.084 -3.839
H 0.587 2.639 -3.472
H -1.767 5.702 -0.963
H -2.341 4.674 0.358
H -3.258 6.131 -0.126
H -3.757 -0.282 -2.504
H -2.338 -1.333 -2.276
H -2.236 0.013 -3.415
H -6.631 0.848 2.692
H -5.180 -0.084 3.151
H -6.152 -0.592 1.748
H -5.936 4.840 2.099
H -5.098 5.424 0.650
H -4.535 3.940 1.478
H -6.371 1.786 -4.334
H -5.093 0.554 -4.515
H -5.078 1.988 -5.563
*
```

For the highest occupied orbital energy, the calculation gives -6.21 eV. The calculation puts the relative energy (zero: lowest compared OMol25 entry of this formula, charge and spin) at 29.4 kJ/mol. The value obtained for the lowest unoccupied orbital energy is 0.050 hartree.